Below is C19H18FeN3O6S2 as an isolated structure, with properties calculated with the ωB97M-V functional and the def2-TZVPD basis.

Properties
Net charge = -1
F_max = 1.34 eV/A
HOMO (spin up / spin down) = -5.0 / -4.9 eV
Kohn-Sham gap (spin up / spin down) = 7.25 / 7.17 eV
DFT total energy = -3410.8146 hartree

Structure (XYZ):
```
49
C19H18FeN3O6S2, DFT the ωB97M-V functional and the def2-TZVPD basis
Fe -1.18 0.13 0.19
N -2.04 -1.76 0.45
C -3.48 -1.55 0.64
C -3.93 -0.23 -0.01
O -5.09 -0.13 -0.41
O -3.03 0.67 -0.02
H -1.83 -2.09 -0.49
H -1.66 -2.42 1.12
H -3.66 -1.43 1.71
H -4.10 -2.38 0.27
O 2.84 -0.26 3.84
C 1.75 -0.03 4.60
C 1.93 0.06 5.98
C 0.85 0.27 6.82
C -0.44 0.39 6.29
C -0.61 0.32 4.92
C 0.46 0.11 4.06
C 0.20 0.07 2.59
O -0.95 0.36 2.17
N 1.20 -0.30 1.81
N 0.81 -0.34 0.47
C 1.80 -0.64 -0.29
S 1.72 -0.89 -2.03
C 3.50 -0.66 -2.25
C 4.20 -1.39 -1.13
S 3.41 -0.88 0.42
H 2.52 -0.34 2.91
H 2.93 -0.03 6.37
H 1.01 0.33 7.89
H -1.29 0.54 6.94
H -1.59 0.43 4.47
H 3.73 0.41 -2.23
H 3.76 -1.05 -3.24
H 5.26 -1.12 -1.07
H 4.11 -2.47 -1.26
O -0.73 1.61 -1.33
C -0.91 0.72 -2.18
O -1.06 -0.50 -1.86
C -0.94 1.09 -3.64
C -1.19 0.13 -4.60
C -1.19 0.47 -5.95
C -0.94 1.78 -6.33
C -0.69 2.75 -5.36
C -0.70 2.41 -4.02
H -1.38 -0.89 -4.28
H -1.40 -0.28 -6.70
H -0.94 2.05 -7.38
H -0.51 3.78 -5.66
H -0.52 3.14 -3.25
```


Below is a 2-piece molecular cluster, CH2ClF2NS overall, with properties calculated with the ωB97M-V functional and the def2-TZVPD basis.

Properties
Energy above the lowest of the compared OMol25 structures with the same formula, charge and spin = 283.5 kJ/mol
F_max = 3.09 eV/A
HOMO = -9.8 eV
Kohn-Sham gap = 8.08 eV
DFT total energy = -1152.0352 hartree

Structure (XYZ):
```
8
CH2ClF2NS, DFT the ωB97M-V functional and the def2-TZVPD basis
C -0.17 0.22 -0.03
N -1.96 -1.12 -0.07
F -3.73 0.29 1.24
F -3.96 0.23 -1.14
S -3.39 -0.88 0.05
Cl -0.77 1.77 -0.16
H 0.26 -0.22 -0.91
H 0.13 -0.12 0.95
```


Below is a 3-piece molecular cluster, C5H16NO2 overall, with properties calculated with the ωB97M-V functional and the def2-TZVPD basis.

Properties
Net charge = +1
Energy above the lowest of the compared OMol25 structures with the same formula, charge and spin = 242.5 kJ/mol
F_max = 6.80 eV/A
HOMO = -12.9 eV
Kohn-Sham gap = 9.72 eV
DFT total energy = -405.0278 hartree

Structure (XYZ):
```
24
C5H16NO2, DFT the ωB97M-V functional and the def2-TZVPD basis
C -0.38 0.87 0.68
C 1.08 0.86 0.73
C 1.78 0.78 -0.58
C 2.17 -0.36 -1.15
C 1.61 2.00 -1.46
N -0.83 -0.28 -0.15
H -0.90 0.96 1.72
H -0.97 1.68 0.13
H 1.47 0.01 1.42
H 1.41 1.76 1.23
H 2.39 -1.29 -0.55
H 2.46 -0.50 -2.24
H 0.57 1.95 -2.00
H 1.79 3.04 -0.97
H 2.32 2.11 -2.24
H -0.47 -0.37 -1.08
H -0.61 -1.33 0.31
H -2.01 -0.27 -0.19
H -3.98 -0.13 1.00
H -3.55 -1.54 0.62
O -3.41 -0.65 0.61
H -1.40 -2.85 1.47
H -0.04 -3.51 1.64
O -0.50 -2.94 1.05
```


Below is a 2-piece molecular cluster, C3H9NO2 overall, with properties calculated with the ωB97M-V functional and the def2-TZVPD basis.

Properties
Energy above the lowest of the compared OMol25 structures with the same formula, charge and spin = 161.6 kJ/mol
SMILES = CC=O.NCO
F_max = 0.71 eV/A
HOMO = -9.6 eV
Kohn-Sham gap = 10.43 eV
DFT total energy = -324.9110 hartree

Structure (XYZ):
```
15
C3H9NO2, DFT the ωB97M-V functional and the def2-TZVPD basis
C -2.30 -1.17 1.12
C -1.82 -0.02 0.26
O -1.96 1.13 0.57
H -3.11 -0.83 1.75
H -2.62 -2.00 0.49
H -1.46 -1.52 1.72
H -1.33 -0.29 -0.69
N 1.08 0.77 -1.27
C 1.68 -0.41 -0.70
O 2.78 -0.16 0.18
H 1.54 1.04 -2.12
H 1.15 1.54 -0.61
H 1.98 -1.10 -1.49
H 0.97 -0.94 -0.08
H 3.58 -0.01 -0.35
```


Below is a 2-piece molecular cluster, C3H10N3 overall, with properties calculated with the ωB97M-V functional and the def2-TZVPD basis.

Properties
Net charge = +1
Energy above the lowest of the compared OMol25 structures with the same formula, charge and spin = 215.6 kJ/mol
F_max = 0.57 eV/A
HOMO = -12.8 eV
Kohn-Sham gap = 7.66 eV
DFT total energy = -284.2938 hartree

Structure (XYZ):
```
16
C3H10N3, DFT the ωB97M-V functional and the def2-TZVPD basis
C 0.95 -1.27 0.79
C -0.64 -1.85 2.56
N -0.37 -1.28 1.45
H 1.00 -0.34 0.22
H 1.07 -2.15 0.17
H 1.71 -1.25 1.57
H 0.14 -2.43 3.04
H -1.62 -1.75 3.00
H -1.11 -0.73 1.02
N 0.27 1.14 -2.66
C -0.43 1.57 -1.57
N 0.13 1.82 -0.45
H -0.19 0.53 -3.31
H 1.25 0.94 -2.50
H -1.48 1.75 -1.79
H -0.56 2.24 0.18
```


Below is one molecule with the formula C10H8N4, with properties calculated with the ωB97M-V functional and the def2-TZVPD basis.

Properties
Energy above the lowest of the compared OMol25 structures with the same formula, charge and spin = 414.3 kJ/mol
F_max = 5.25 eV/A
HOMO (spin up / spin down) = -7.0 / -7.0 eV
Kohn-Sham gap (spin up / spin down) = 6.44 / 6.45 eV
DFT total energy = -604.7079 hartree

Structure (XYZ):
```
22
C10H8N4, DFT the ωB97M-V functional and the def2-TZVPD basis
C -0.30 -1.86 0.53
C 2.96 1.08 -0.15
C -2.34 -0.56 0.90
C 1.11 -1.85 0.05
C 2.92 -0.33 -0.46
C -2.95 1.10 -0.62
C -1.85 1.49 -1.24
C 1.09 0.56 0.81
C -1.01 -0.77 0.45
C -0.19 0.45 0.08
N -3.15 0.28 0.44
N 1.99 1.55 0.49
N -0.59 1.42 -0.57
N 1.77 -0.72 0.09
H -0.85 -2.76 0.61
H 3.76 1.68 -0.48
H -2.71 -1.24 1.72
H 1.69 -2.61 -0.44
H 3.41 -1.01 -0.97
H -3.91 1.46 -1.06
H -1.76 2.16 -2.14
H 0.91 0.50 1.96
```